[1]
The following is a quantum chemistry calculation of a structure of composition C31H47OZr at a distorted geometry, from the OMol25 dataset.

Properties
E_HOMO = -8.49 eV
strongest force on any atom = 3.8 eV/Å
E_LUMO = -5.294 eV

The geometry in ORCA input format:
```
! wB97M-V def2-TZVPD RIJCOSX def2/J DEFGRID3
* xyz 1 1
Zr 3.299 2.764 -0.649
O 2.090 -1.522 3.432
C 3.473 -1.906 3.450
C 1.604 2.276 1.207
C 1.700 4.596 2.309
C 1.000 4.017 -0.163
C 1.425 3.690 1.178
C 4.205 4.985 -1.289
C -4.435 -1.676 3.447
C -2.084 -0.764 3.445
C -0.178 -2.258 3.442
C 6.042 3.583 -2.463
C 5.309 4.073 -1.269
C -1.056 -3.381 3.440
C -2.949 -1.876 3.442
C 2.848 2.286 -2.783
C -0.714 -0.927 3.460
C 3.938 5.382 0.078
C 1.106 0.287 -0.415
C 0.687 5.395 -0.657
C 2.113 1.477 2.390
C 0.116 2.744 -2.218
C 3.039 6.466 0.540
C 6.598 2.862 0.687
C 4.655 4.459 0.928
C 3.509 5.499 -2.599
C 1.133 1.719 -0.037
C 0.719 2.804 -0.874
C 4.563 4.405 2.445
C 5.581 3.755 0.112
C -2.423 -3.182 3.442
C 4.533 1.067 0.093
C 1.222 -2.504 3.420
H 2.967 3.145 -3.448
H 2.483 5.850 -2.490
H 1.650 0.109 -1.341
H 2.308 6.564 -0.185
H 2.911 6.137 1.550
H 1.683 5.557 1.937
H 5.927 2.508 -2.590
H -4.670 -0.606 3.448
H 1.170 5.520 -1.629
H 0.072 -0.027 -0.560
H 1.900 2.219 -3.200
H 5.712 4.077 -3.376
H 3.668 -2.523 4.331
H 4.715 0.159 -0.503
H 7.392 3.268 1.296
H 4.959 5.364 2.840
H 3.081 4.007 2.562
H 1.131 4.590 3.237
H 6.924 2.191 -0.096
H 6.145 2.235 1.480
H -2.518 0.248 3.445
H 1.670 -3.506 3.431
H 2.381 2.091 3.287
H -0.600 -4.378 3.438
H 5.455 1.138 0.558
H 3.492 4.729 -3.364
H -4.895 -2.137 4.330
H 1.509 0.574 2.575
H 4.058 -0.987 3.473
H -0.030 -0.069 3.500
H -0.332 5.745 -0.866
H 0.511 1.827 -2.692
H 0.465 3.584 -2.823
H 5.064 3.512 2.870
H -4.902 -2.137 2.566
H 3.324 7.518 0.714
H 1.544 -0.324 0.367
H 4.182 0.709 1.066
H 3.346 4.651 3.049
H 3.311 1.453 -3.333
H 4.062 6.308 -3.168
H 3.697 -2.487 2.550
H 3.059 0.992 2.201
H 0.968 6.107 0.115
H -3.113 -4.033 3.443
H -0.934 2.547 -2.351
H 7.102 3.788 -2.323
*
```

Atomic partial charges in e from the Löwdin method, atoms 1 to 6:
1. Zr 1.6488
2. O -0.0487
3. C 0.0079
4. C -0.2806
5. C -0.1101
6. C -0.2333


[2]
The following is a quantum chemistry calculation of the molecule C3H7N5 at a distorted geometry, from the OMol25 dataset.

Properties
E_HOMO = -7.02 eV
energy above the lowest of the compared OMol25 structures with the same formula, charge and spin = 3.225 eV
strongest force on any atom = 2.3 eV/Å
SMILES = N#CN(N)/C(N)=C\N
E_LUMO = 0.656 eV

The geometry in ORCA input format:
```
! wB97M-V def2-TZVPD RIJCOSX def2/J DEFGRID3
* xyz 0 1
N 0.129 -1.194 1.792
N 0.289 2.125 1.716
N 0.372 -0.192 0.831
N -1.094 1.520 -1.221
N 0.425 -1.741 -0.934
C 0.059 0.697 -1.274
C 0.240 -0.453 -0.517
C 0.390 1.153 1.084
H 0.768 -1.059 2.570
H 0.443 -1.888 -1.927
H 0.991 -2.338 -0.345
H -0.919 2.516 -1.174
H -0.824 -1.128 2.151
H 0.488 0.658 -2.271
H -1.757 1.325 -0.480
*
```

Atomic partial charges in e from the Löwdin method, atoms 1 to 6:
1. N 0.0938
2. N 0.1550
3. N -0.1412
4. N 0.0046
5. N 0.1454
6. C -0.2005


[3]
The following is a quantum chemistry calculation of the molecule C3H4N2O2 at a distorted geometry, from the OMol25 dataset.

Properties
E_HOMO = -9.48 eV
energy above the lowest of the compared OMol25 structures with the same formula, charge and spin = 4.512 eV
strongest force on any atom = 5.9 eV/Å
SMILES = [H]/N=C1\CC(=O)ON1
E_LUMO = 0.365 eV

The geometry in ORCA input format:
```
! wB97M-V def2-TZVPD RIJCOSX def2/J DEFGRID3
* xyz 0 1
O 0.270 -0.060 1.309
O 0.768 2.073 1.043
N -0.113 -1.184 0.493
N -0.547 -1.749 -1.653
C -0.436 -0.790 -0.766
C 0.287 1.101 0.561
C -0.120 0.659 -0.805
H -0.986 0.925 -1.548
H -0.821 -1.719 1.062
H 0.838 0.858 -1.556
H -1.115 -1.457 -2.590
*
```

Atomic partial charges in e from the Löwdin method, atoms 1 to 6:
1. O 0.0272
2. O 0.1507
3. N 0.0777
4. N 0.0864
5. C -0.5032
6. C -0.4679


[4]
The following is a quantum chemistry calculation of a cluster of 2 separate species, C6H10N2O in total at a distorted geometry, from the OMol25 dataset.

Properties
E_HOMO (alpha / beta) = -19.04 / -18.64 eV
energy above the lowest of the compared OMol25 structures with the same formula, charge and spin = 6.228 eV
strongest force on any atom = 3.4 eV/Å
E_LUMO (alpha / beta) = -11.223 / -11.136 eV

The geometry in ORCA input format:
```
! wB97M-V def2-TZVPD RIJCOSX def2/J DEFGRID3
* xyz 2 1
O 0.177 -0.934 -0.216
N 3.370 -1.726 0.835
N 1.278 0.607 1.190
C 0.298 1.690 1.456
C 1.112 -0.427 0.485
C -1.168 1.075 -0.578
C -0.847 -0.273 -0.835
C -1.560 -1.084 -1.788
C -0.693 1.914 0.390
H -1.139 -0.969 -2.803
H -1.471 -2.151 -1.565
H -1.136 2.909 0.412
H 3.665 -1.948 -0.113
H 0.864 2.615 1.628
H 2.193 0.736 1.639
H -0.228 1.477 2.403
H -2.602 -0.772 -1.901
H -1.955 1.470 -1.213
H 3.087 -2.557 1.348
*
```

Atomic partial charges in e from the Löwdin method, atoms 1 to 6:
1. O 0.1888
2. N 0.2119
3. N 0.1674
4. C -0.0486
5. C 0.0026
6. C 0.0528